1.
Formula: C5H8O2
Source: the OMol25 dataset
Level of theory: ωB97M-V/def2-TZVPD

```
15
Properties=species:S:1:pos:R:3
C 0.234 1.583 -0.995
C 0.348 0.113 -0.629
C 0.771 -0.859 -1.430
C -0.060 -0.185 0.786
O 0.998 -0.111 1.678
C -1.271 -0.886 1.217
O -1.288 0.516 1.036
H -0.247 1.722 -1.968
H 1.222 2.057 -1.037
H -0.360 2.120 -0.250
H 0.981 -0.692 -2.482
H 0.925 -1.866 -1.049
H 0.931 -0.863 2.280
H -1.852 -1.530 0.565
H -1.333 -1.120 2.279
```

The calculation puts the HOMO energy at -9.64 eV. Its structure (SMILES) is C=C(C)[C@]1(O)CO1. The value obtained for the total energy is -345.7201 Ha. The LUMO energy comes out at 0.791 eV. Its energy relative to the best compared isomer or geometry (same formula, charge and spin) is 222.90 kJ/mol. The value obtained for the molar mass is 100.117 g/mol.

=====

2.
Formula: C5H8O2
Source: the OMol25 dataset
Level of theory: ωB97M-V/def2-TZVPD

```
15
Properties=species:S:1:pos:R:3
C -2.052 -0.783 0.391
C -1.016 0.266 0.063
O -1.212 1.108 -0.788
C 0.300 0.241 0.832
C 1.466 -0.154 -0.085
C 1.605 0.740 -1.305
O 2.202 0.402 -2.299
H -2.584 -0.476 1.300
H -2.770 -0.861 -0.427
H -1.593 -1.757 0.590
H 1.131 1.736 -1.228
H 0.472 1.252 1.220
H 0.247 -0.439 1.688
H 2.409 -0.081 0.475
H 1.394 -1.193 -0.427
```

The calculation puts the HOMO energy at -9.57 eV. Its structure (SMILES) is CC(=O)CCC=O. The value obtained for the total energy is -345.7812 Ha. The LUMO energy comes out at 0.719 eV. Its energy relative to the best compared isomer or geometry (same formula, charge and spin) is 62.48 kJ/mol. The value obtained for the molar mass is 100.117 g/mol.

=====

3.
Formula: C5H8O2
Source: the OMol25 dataset
Level of theory: ωB97M-V/def2-TZVPD

```
15
Properties=species:S:1:pos:R:3
O -1.954 1.180 1.360
C -0.803 -0.655 0.785
C -0.683 -0.513 -0.716
C 0.718 0.035 -0.389
C 1.966 -0.180 -1.099
O 1.335 1.104 -1.069
C 0.398 -0.103 1.060
H -2.272 1.433 0.484
H -1.532 -1.210 1.361
H -1.340 0.178 -1.260
H -0.702 -1.489 -1.208
H 2.895 -0.249 -0.535
H 1.955 -0.698 -2.057
H -0.972 1.244 1.316
H 0.992 -0.077 1.966
```

The calculation puts the HOMO energy at -9.07 eV. The value obtained for the total energy is -345.6632 Ha. The LUMO energy comes out at 0.847 eV. Its energy relative to the best compared isomer or geometry (same formula, charge and spin) is 372.11 kJ/mol. The value obtained for the molar mass is 100.117 g/mol.

=====

4.
Formula: C5H8O2
Source: the OMol25 dataset
Level of theory: ωB97M-V/def2-TZVPD

```
15
Properties=species:S:1:pos:R:3
C -1.649 -1.014 -0.084
C -0.392 -0.607 0.038
O -0.846 2.014 -0.290
C 0.588 -0.372 1.175
C 1.694 0.001 0.146
C 0.676 -0.261 -0.973
O 0.713 -0.245 -2.176
H -1.499 1.310 -0.226
H -2.104 -1.106 -1.068
H -2.259 -1.230 0.790
H -0.634 2.016 -1.231
H 0.342 0.421 1.888
H 0.767 -1.308 1.709
H 2.034 1.040 0.185
H 2.567 -0.659 0.118
```

The calculation puts the HOMO energy at -9.81 eV. Its structure (SMILES) is C=C1CCC1=O.O. The value obtained for the total energy is -345.7416 Ha. The LUMO energy comes out at -0.006 eV. Its energy relative to the best compared isomer or geometry (same formula, charge and spin) is 166.44 kJ/mol. The value obtained for the molar mass is 100.117 g/mol.

=====

5.
Formula: C5H8O2
Source: the OMol25 dataset
Level of theory: ωB97M-V/def2-TZVPD

```
15
Properties=species:S:1:pos:R:3
O -1.777 -0.968 -1.234
C -1.343 0.062 -0.370
C -0.018 -0.397 0.244
C 1.077 -0.614 -0.798
C 1.415 1.595 1.287
C 0.442 0.626 1.226
O -0.104 1.034 2.283
H -2.574 -0.667 -1.685
H -2.067 0.251 0.436
H -1.182 1.007 -0.912
H -0.225 -1.322 0.799
H 1.923 -1.162 -0.370
H 0.690 -1.174 -1.650
H 1.448 0.356 -1.154
H 2.295 1.374 1.896
```

The calculation puts the HOMO energy at -9.15 eV. The value obtained for the total energy is -345.6482 Ha. The LUMO energy comes out at 0.282 eV. Its energy relative to the best compared isomer or geometry (same formula, charge and spin) is 411.49 kJ/mol. The value obtained for the molar mass is 100.117 g/mol.

=====

6.
Formula: C5H8O2
Source: the OMol25 dataset
Level of theory: ωB97M-V/def2-TZVPD

```
15
Properties=species:S:1:pos:R:3
C 1.851 -0.070 0.853
C 0.539 -0.137 0.159
C 0.056 -0.992 -0.926
C -0.914 -0.228 0.304
O -1.629 -1.069 1.095
C -1.128 1.237 0.136
O 0.242 1.357 -0.240
H 2.575 0.211 0.076
H 2.175 -1.005 1.310
H 1.804 0.738 1.582
H 0.589 -0.920 -1.892
H -0.439 -1.947 -0.818
H -2.562 -0.843 0.990
H -1.881 1.512 -0.612
H -1.376 1.756 1.082
```

The calculation puts the HOMO energy at -8.92 eV. Its structure (SMILES) is C[C@@]12C[C@]1(O)CO2. The value obtained for the total energy is -345.6510 Ha. The LUMO energy comes out at 0.653 eV. Its energy relative to the best compared isomer or geometry (same formula, charge and spin) is 404.23 kJ/mol. The value obtained for the molar mass is 100.117 g/mol.

=====

- Which formula does entry 4 have?
  C5H8O2

=====

- The highest LUMO energy belongs to which entry?
  number 3

=====

- The lowest HOMO energy belongs to which entry?
  number 4

=====

- Among the records above, which one has the lowest LUMO energy?
  number 4